The following is a quantum chemistry calculation of a 2-piece molecular cluster, C4H9Cl2N2 overall in a non-equilibrium geometry, from OMol25.

Computed properties:
Energy relative to the best compared isomer or geometry (same formula, charge and spin) ... 71.81 kcal per mole
HOMO level (alpha / beta) ... -12.93 / -12.93 eV
Total charge ... +1

Cartesian coordinates (Å):
1 C 1.860457 -1.897084 0.245186
2 C -0.527227 -1.305358 0.003584
3 C -1.314202 -0.131780 0.132471
4 C -0.573978 0.981567 0.822985
5 N 0.823775 -1.170347 -0.217370
6 N -2.620795 0.072672 0.008295
7 Cl 2.920526 3.403487 -2.143567
8 Cl 1.365565 0.058533 -1.241011
9 H 2.842472 -1.677144 -0.073916
10 H 1.824191 -2.533411 1.124347
11 H -0.961831 -2.285181 -0.033514
12 H -1.294284 1.144590 1.545105
13 H -0.260430 1.866391 0.349867
14 H 0.264406 0.506953 1.352952
15 H -3.179811 -0.677927 -0.390959
16 H -3.117038 0.972663 0.192570
17 H 1.948205 2.671377 -1.677030

Atoms 1-2, force components in eV/Å:
C -2.648 1.379 0.441
C -2.642 0.703 -0.453

The following is a quantum chemistry calculation of C32H57N4NiOP2 as an isolated structure in a non-equilibrium geometry, from OMol25.

Computed properties:
Multiplicity ... 3
Energy relative to the best compared isomer or geometry (same formula, charge and spin) ... 0.00 kcal per mole
Expectation value of S² ... 2.153
HOMO level (alpha / beta) ... -9.38 / -9.40 eV
Total charge ... +1

Cartesian coordinates (Å):
1 C -1.196166 -1.497766 -2.254451
2 C 0.598849 -2.516715 -1.019672
3 C -1.222333 -2.579435 -3.146067
4 C 0.664883 -3.541675 -1.998458
5 C -0.237728 -3.580747 -3.024421
6 H -1.949447 -2.596234 -3.938585
7 H 1.503891 -4.234713 -1.987917
8 H -0.224158 -4.404582 -3.756815
9 N -0.344733 -1.509796 -1.205814
10 P -1.304130 1.217766 -1.619437
11 P 0.731336 -1.444175 1.497622
12 C -2.047503 -0.262345 -2.473687
13 H -2.128110 0.028048 -3.540408
14 H -3.096635 -0.400088 -2.113834
15 C -0.498528 1.600900 1.317373
16 O 0.053519 2.694469 1.286257
17 C 1.486911 -2.331089 0.085917
18 H 2.155284 -3.160619 0.277371
19 C 2.125719 -0.936430 2.726562
20 C -0.335773 -2.851164 2.212536
21 C -0.142183 1.971413 -2.931351
22 C -2.860839 2.287665 -1.449161
23 C 2.328070 0.589103 2.704378
24 H 1.428177 1.112799 3.049484
25 H 3.158534 0.839044 3.385135
26 H 2.587383 0.971965 1.713016
27 C 1.791226 -1.309976 4.174938
28 H 0.880029 -0.795316 4.509534
29 H 1.685841 -2.392175 4.318451
30 H 2.618794 -0.969589 4.818858
31 C 3.417389 -1.611214 2.283726
32 H 4.218477 -1.345652 2.992195
33 H 3.347309 -2.705617 2.271256
34 H 3.693025 -1.255415 1.283530
35 C -1.124402 -2.329670 3.424318
36 H -1.481345 -1.302071 3.248328
37 H -1.995840 -2.983080 3.582006
38 H -0.528362 -2.337218 4.342975
39 C -1.355421 -3.308957 1.157459
40 H -1.975748 -2.474435 0.795661
41 H -0.869263 -3.778035 0.294723
42 H -2.010424 -4.074322 1.604207
43 C 0.602956 -4.025833 2.558874
44 H 1.547994 -4.017003 1.994744
45 H 0.848580 -4.046800 3.633551
46 H 0.110313 -4.976651 2.291949
47 C -2.419287 3.657837 -0.903337
48 H -3.326312 4.237111 -0.647983
49 H -1.804797 3.553764 0.008592
50 H -1.845244 4.236391 -1.641259
51 C -3.784943 1.599639 -0.422351
52 H -4.094732 0.589912 -0.755240
53 H -3.300475 1.512346 0.564469
54 H -4.687949 2.222934 -0.311978
55 C -3.689309 2.439245 -2.737597
56 H -3.885336 1.468598 -3.223053
57 H -4.663407 2.860807 -2.436486
58 H -3.243311 3.128578 -3.466237
59 C 0.664273 0.834647 -3.584630
60 H 0.053538 0.197170 -4.238536
61 H 1.464623 1.277948 -4.200744
62 H 1.144585 0.189080 -2.838076
63 C 0.828569 2.917962 -2.208267
64 H 1.487489 2.350902 -1.533314
65 H 1.484528 3.415459 -2.961373
66 H 0.303589 3.688252 -1.602341
67 C -0.862219 2.752888 -4.037958
68 H -1.627543 2.152128 -4.547408
69 H -1.303517 3.688040 -3.671956
70 H -0.115136 3.037314 -4.796545
71 Ni -0.249816 0.057286 0.056994
72 N 1.728940 0.474465 -0.505089
73 C 2.615334 -0.342415 -0.649461
74 C 3.999023 -0.597181 -1.296935
75 C 4.387968 -2.054058 -1.124509
76 C 3.796205 -0.388590 -2.798057
77 C 5.054678 0.343807 -0.688574
78 H 4.489104 -2.329633 -0.075240
79 H 3.619888 -2.683504 -1.592286
80 H 5.346467 -2.199737 -1.630537
81 H 3.433644 0.618393 -3.055040
82 H 4.711580 -0.569988 -3.382689
83 H 3.050566 -1.126840 -3.135395
84 H 6.010418 -0.178740 -0.517885
85 H 5.224285 1.202295 -1.352787
86 H 4.759718 0.747590 0.297572
87 C -4.059086 1.603180 4.261124
88 N -3.300168 2.393644 3.290485
89 C -3.742864 3.802225 3.114563
90 C -2.493418 1.845326 2.479248
91 N -1.417713 1.216384 2.340712
92 H -4.677174 2.314250 4.801582
93 H -3.398151 1.091315 4.953717
94 H -4.703042 0.886468 3.754343
95 H -2.922144 4.513529 3.263161
96 H -4.189804 3.962303 2.125872
97 H -4.507527 3.962699 3.881862

Atoms 1-2, force components in eV/Å:
C 0.202 -1.193 -0.821
C -0.013 1.371 0.048

The following is a quantum chemistry calculation of C31H44BrN3OP2V as an isolated structure in a non-equilibrium geometry, from OMol25.

Computed properties:
Multiplicity ... 4
Energy relative to the best compared isomer or geometry (same formula, charge and spin) ... 57.02 kcal per mole
Expectation value of S² ... 3.799
HOMO level (alpha / beta) ... -12.68 / -12.69 eV
Total charge ... +2

Cartesian coordinates (Å):
1 C -2.522296 -6.478710 -1.773180
2 C -2.700997 -5.053281 -1.860185
3 C -4.014099 -4.635641 -2.141513
4 C -5.020113 -5.552868 -2.445232
5 N -4.816078 -6.847370 -2.433959
6 C -3.617885 -7.296170 -2.099822
7 C -1.741212 -3.937175 -1.745136
8 C -1.879889 -2.644230 -2.051415
9 C -1.279567 -1.322239 -2.007279
10 C -1.174724 -0.855604 -0.619058
11 C -0.206026 0.130749 -0.334929
12 C 0.829076 0.509732 -1.214271
13 C 0.931890 -0.235654 -2.405659
14 C -0.004552 -1.262917 -2.718555
15 V -0.212893 -2.758263 -1.120583
16 P 0.660680 0.700409 2.778780
17 H -4.275136 -3.576496 -2.207957
18 H -1.608967 -7.016757 -1.514902
19 H -5.996045 -5.180867 -2.719830
20 H -3.555487 -8.373119 -2.118439
21 H 0.122327 -1.757930 -3.700107
22 H -1.949090 -1.083292 0.157147
23 H 1.714123 0.049728 -3.108068
24 H -0.275182 0.685007 0.617943
25 C 1.642341 2.247201 2.951081
26 C 1.018276 3.371702 3.767194
27 H 1.827189 2.579347 1.915387
28 H 2.622343 1.954897 3.362246
29 H 1.748202 4.185183 3.871520
30 H 0.120733 3.784451 3.288406
31 H 0.744559 3.035030 4.773375
32 C -1.095007 1.140674 3.145001
33 C -2.025210 -0.078451 3.180322
34 H -1.427906 1.835297 2.351330
35 H -1.130686 1.689192 4.099362
36 H -3.065921 0.259609 3.085139
37 H -1.833458 -0.776594 2.355613
38 H -1.937944 -0.642962 4.120528
39 C 1.124715 -0.358349 4.203762
40 C 0.810231 0.211918 5.581226
41 H 2.202350 -0.563531 4.098206
42 H 0.597809 -1.314325 4.048052
43 H 0.973944 -0.569656 6.332743
44 H 1.459024 1.059442 5.828289
45 H -0.229356 0.545567 5.670763
46 Br 2.073617 1.746579 -0.687273
47 P -1.730488 3.386564 -1.907678
48 C -1.481422 3.210949 -0.096460
49 C -1.838390 4.537073 0.598510
50 H -0.432279 2.918878 0.075671
51 H -2.135994 2.396389 0.257424
52 H -2.013842 4.390170 1.675366
53 H -1.046514 5.290210 0.463835
54 H -2.757337 4.948826 0.157318
55 C -0.133800 3.679333 -2.716012
56 C -0.146050 4.657525 -3.906064
57 H 0.221637 2.693116 -3.040958
58 H 0.552783 4.059305 -1.946747
59 H 0.891763 4.877264 -4.181054
60 H -0.611871 4.210818 -4.788351
61 H -0.655461 5.605685 -3.688129
62 C -2.429437 1.854066 -2.546720
63 C -3.897960 2.099673 -2.924776
64 H -2.324376 1.078034 -1.779182
65 H -1.828565 1.570601 -3.424021
66 H -4.310111 1.217140 -3.424760
67 H -4.497022 2.318935 -2.032281
68 H -3.981885 2.960649 -3.599309
69 N 7.238280 -1.075813 -0.906909
70 C 5.923482 -0.878437 -1.251513
71 O 5.631972 -0.223781 -2.259230
72 C 4.892889 -1.494768 -0.360998
73 C 5.182816 -2.143618 0.857121
74 C 4.089416 -2.604588 1.617497
75 C 2.784506 -2.456884 1.128782
76 N 2.503929 -1.908965 -0.072607
77 C 3.544362 -1.393384 -0.766161
78 H 7.938279 -0.658478 -1.462593
79 H 7.509341 -1.507798 -0.038132
80 H 6.199032 -2.292100 1.197835
81 H 4.262813 -3.093762 2.555966
82 H 1.943097 -2.821890 1.730073
83 H 3.314702 -0.956200 -1.750812

Atoms 1-2, force components in eV/Å:
C -0.211 0.778 -0.304
C -0.821 -1.126 -0.092

energy relative to the best compared isomer or geometry (same formula, charge and spin) of number 2 (C32H57N4NiOP2)?
0.00 kcal per mole

What is the energy relative to the best compared isomer or geometry (same formula, charge and spin) in the third record?
57.02 kcal per mole